{"formula": "C5H8O3", "method": "ωB97M-V/def2-TZVPD", "homo_lumo_gap_ev": 10.50, "e_homo_ev": -10.0, "smiles": "C=C(C(C)=O)C(O)O", "species": ["C", "C", "C", "C", "O", "C", "O", "O", "H", "H", "H", "H", "H", "H", "H", "H"], "xyz": [[0.1135, -1.6394, -0.1688], [0.1658, -0.3238, -0.0323], [-0.8618, 0.6189, -0.5475], [-2.2724, 0.3329, -0.1231], [-0.5501, 1.5848, -1.2136], [1.3636, 0.3894, 0.6076], [2.2473, -0.4968, 1.2074], [2.0560, 1.1232, -0.3574], [0.9071, -2.2605, 0.2082], [-0.6991, -2.1367, -0.6713], [-2.3383, 0.4399, 0.9559], [-2.5367, -0.6910, -0.3671], [-2.9606, 1.0216, -0.6047], [0.9795, 1.0502, 1.4090], [2.9757, -0.6288, 0.5898], [1.4106, 1.6160, -0.8924]], "forces_ev_per_angstrom": [[-0.164, 0.171, 0.016], [0.743, 0.128, 0.114], [-0.348, -0.329, 0.045], [-0.111, 0.295, -0.399], [0.014, 0.128, 0.081], [-0.572, -0.045, 0.168], [0.158, -0.028, 0.080], [0.256, 0.227, -0.106], [0.185, -0.058, 0.084], [-0.219, -0.046, -0.068], [-0.005, -0.026, 0.185], [-0.044, -0.174, 0.018], [-0.032, 0.037, -0.011], [0.145, -0.131, -0.156], [0.005, 0.002, -0.073], [-0.011, -0.152, 0.022]], "mulliken_charge": [-1.079, 0.381, 0.923, -1.197, -0.623, 0.095, -0.542, -0.545, 0.329, 0.288, 0.315, 0.361, 0.334, 0.235, 0.344, 0.381]}

***

{"formula": "C4H4S", "method": "ωB97M-V/def2-TZVPD", "homo_lumo_gap_ev": 9.44, "e_homo_ev": -8.4, "smiles": "C1=CC12CS2", "species": ["C", "C", "C", "C", "S", "H", "H", "H", "H"], "xyz": [[-1.1933, -0.3422, -0.7521], [-1.3677, 0.6943, 0.0591], [-0.1010, -0.0672, 0.1879], [1.4242, -0.0490, 0.1923], [0.5985, -0.9500, 1.5477], [-1.4211, -0.9388, -1.6259], [-1.9718, 1.3899, 0.6257], [2.0137, 0.9287, 0.3839], [2.0184, -0.6658, -0.6186]], "forces_ev_per_angstrom": [[0.323, 1.217, 0.418], [0.808, -1.333, -0.355], [0.610, 0.117, -0.586], [0.842, 1.100, -1.605], [0.700, -0.555, 0.449], [-0.433, 0.037, 0.388], [-0.017, 0.103, -0.568], [-1.259, -1.671, 0.140], [-1.573, 0.986, 1.719]], "mulliken_charge": [-0.259, -0.342, 0.286, -0.644, -0.202, 0.359, 0.354, 0.228, 0.221]}

***

{"formula": "C10H17N2", "method": "ωB97M-V/def2-TZVPD", "homo_lumo_gap_ev": [7.53, 7.53], "e_homo_ev": [-12.5, -12.5], "smiles": "C/C=C/[N+]1=C(C)C(C)(C)C(C)=N1", "total_charge": 1, "species": ["C", "C", "C", "N", "C", "C", "C", "C", "C", "C", "C", "N", "H", "H", "H", "H", "H", "H", "H", "H", "H", "H", "H", "H", "H", "H", "H", "H", "H"], "xyz": [[2.8787, 2.9163, 2.1253], [1.7473, 2.0355, 1.6425], [1.7545, 0.7675, 1.1940], [0.6022, 0.1629, 0.7188], [0.4530, -0.9030, -0.3640], [1.2568, -2.0458, -0.6416], [-0.9234, -0.7585, -0.8508], [-1.5684, -2.0796, -0.7192], [-0.8941, -0.2872, -2.3326], [-1.4790, 0.2946, 0.1066], [-2.8525, 0.5906, 0.2220], [-0.6429, 0.8152, 0.9248], [2.8145, 3.9209, 1.7537], [2.7806, 2.9253, 3.2060], [3.7995, 2.6578, 1.7875], [0.7536, 2.3472, 1.6804], [2.5516, 0.1096, 1.2531], [2.3149, -2.0422, -0.5618], [0.9566, -2.3766, -1.7094], [0.9762, -2.9164, 0.0712], [-1.5409, -2.4667, 0.3229], [-0.9961, -2.7611, -1.3488], [-2.5469, -1.9782, -1.1834], [0.1226, -0.7280, -2.6343], [-0.9961, 0.8242, -2.5075], [-1.6202, -0.9054, -2.9034], [-3.2718, 0.6820, -0.8552], [-3.0246, 1.4607, 0.9335], [-3.4058, -0.2614, 0.6696]], "forces_ev_per_angstrom": [[-3.055, -0.160, 0.530], [1.052, -1.180, -0.554], [0.328, 1.449, 0.931], [-1.956, -3.912, -4.787], [0.337, 5.408, 5.383], [-0.400, -2.743, -1.108], [0.344, 2.017, 1.221], [-0.719, -1.293, -0.074], [1.359, -0.945, -0.569], [1.872, -0.888, 0.267], [-3.350, 1.032, -0.702], [1.013, -0.811, -0.776], [-0.786, 0.641, -0.030], [0.441, 0.228, 0.234], [2.795, -1.564, -0.565], [-1.337, 1.490, 0.111], [1.747, -0.982, -0.313], [0.994, 0.718, 0.021], [0.737, 0.241, 1.707], [-0.002, 1.303, -1.057], [-0.460, 0.249, -0.713], [-0.323, -0.274, 0.053], [-0.365, -0.474, 0.532], [-1.382, 1.321, -0.506], [0.292, -1.428, 0.214], [0.183, 0.818, 0.318], [0.232, 0.366, 1.876], [0.057, -0.864, -1.368], [0.351, 0.236, -0.275]], "mulliken_charge": [-1.287, -0.290, -0.102, 0.456, -0.236, -1.364, 2.214, -1.860, -1.196, 0.051, -1.221, -0.702, 0.358, 0.297, 0.401, 0.500, 0.401, 0.495, 0.333, 0.327, 0.351, 0.491, 0.510, 0.342, 0.342, 0.401, 0.315, 0.383, 0.289]}

***

In kcal per mole, the energy above the lowest of the compared OMol25 structures with the same formula, charge and spin values for the records above are, in order, 26.72; 84.54; 54.66.